48
Properties=species:S:1:pos:R:3:forces:R:3 method="wB97M-V/def2-TZVPD" total_energy_ha=-1487.8766 lumo_energy_ev=0.6 fmax_ev_per_a=1.1 smiles="CN(CC(=O)Nc1cccc(S(=O)(=O)N(C)C)c1)Cc1ccccc1" mol_weight_g_mol=361.5 relative_energy_kcal_mol=52.5 gap_ev=9.22 homo_ev=-8.611
C 0.3493 -2.3434 3.8566 -0.016 0.022 0.044
N 0.4374 -2.4409 2.4161 -0.040 -0.328 0.055
C 1.8019 -2.6460 1.9630 0.093 0.075 0.026
C 2.4552 -1.3362 1.5160 -0.323 -0.186 0.072
O 3.6297 -1.0947 1.6729 0.364 0.021 0.006
N 1.5534 -0.5356 0.8870 -0.390 -0.118 -0.035
C 1.7649 0.6258 0.1569 0.108 0.382 -0.326
C 2.9737 1.3235 0.1582 0.099 -0.071 0.096
C 3.1196 2.4622 -0.6151 -0.180 -0.002 -0.101
C 2.0759 2.9262 -1.4026 -0.015 0.212 -0.170
C 0.8853 2.2261 -1.3945 -0.358 0.189 -0.172
S -0.5031 2.7155 -2.4086 -0.107 -0.021 0.402
O -0.2111 3.9511 -3.0814 0.172 0.066 0.234
O -0.9144 1.5963 -3.2059 -0.128 -0.218 0.106
N -1.6925 2.9373 -1.2176 0.856 -0.369 -0.628
C -1.4050 4.1120 -0.4274 0.139 0.365 0.200
C -3.0320 2.9105 -1.7655 -0.229 -0.104 -0.337
C 0.7130 1.0955 -0.6289 0.146 -0.181 0.161
C -0.5374 -3.3433 1.8080 0.028 0.111 -0.081
C -0.8950 -2.8047 0.4456 -0.087 -0.227 -0.064
C -1.7040 -1.6750 0.3568 -0.057 -0.059 -0.051
C -1.9824 -1.1000 -0.8708 -0.093 -0.051 0.050
C -1.4444 -1.6397 -2.0287 0.022 -0.022 -0.066
C -0.6491 -2.7697 -1.9499 -0.002 0.043 -0.139
C -0.3790 -3.3510 -0.7213 -0.045 -0.025 0.143
H 1.0484 -1.5803 4.1959 0.001 0.017 0.117
H 0.5860 -3.2883 4.3682 0.022 0.007 0.018
H -0.6574 -2.0368 4.1369 -0.005 0.018 0.072
H 2.4365 -3.1108 2.7283 -0.031 0.076 -0.102
H 1.8132 -3.2965 1.0825 0.006 0.003 0.054
H 0.6056 -0.9027 0.8745 0.211 0.099 0.094
H 3.7912 0.9568 0.7571 0.013 0.000 0.028
H 4.0603 2.9911 -0.6058 0.075 0.042 -0.003
H 2.1661 3.8051 -2.0202 0.068 0.128 -0.048
H -0.3921 4.0207 -0.0392 -0.002 0.157 0.170
H -2.1061 4.1646 0.4048 0.026 -0.044 0.017
H -1.4748 5.0289 -1.0237 -0.026 0.016 0.081
H -3.7477 2.7632 -0.9559 0.042 0.006 -0.006
H -3.2765 3.8343 -2.3020 -0.059 -0.002 0.016
H -3.0809 2.0747 -2.4593 -0.259 -0.001 0.002
H -0.2316 0.5783 -0.6677 -0.039 -0.133 0.087
H -1.4297 -3.3506 2.4378 0.052 -0.037 -0.004
H -0.1637 -4.3759 1.7361 -0.058 0.036 0.032
H -2.1124 -1.2467 1.2614 -0.047 0.065 0.114
H -2.6114 -0.2237 -0.9289 -0.047 0.108 0.004
H -1.6347 -1.1662 -2.9789 -0.014 0.037 -0.108
H -0.2338 -3.2013 -2.8483 0.043 -0.021 -0.086
H 0.2357 -4.2395 -0.6726 0.070 -0.081 0.029



9
Properties=species:S:1:pos:R:3:forces:R:3 method="wB97M-V/def2-TZVPD" total_energy_ha=-246.8471 lumo_energy_ev=-0.3 fmax_ev_per_a=3.7 smiles="C1=C2CC=NC=12" mol_weight_g_mol=77.1 relative_energy_kcal_mol=84.7 gap_ev=8.24 homo_ev=-8.556
C 1.9468 1.0007 -1.0025 -0.974 0.026 1.121
C 0.5046 0.7489 -0.8346 -0.369 -0.226 1.167
C -0.7936 0.0209 -0.4118 -0.082 -0.703 -1.908
C -0.3333 -0.5476 0.9246 2.515 2.079 -1.326
N 0.9039 -0.2402 1.2325 -1.807 -0.978 1.842
C 1.3325 0.6110 0.2512 0.189 0.178 -3.649
H -1.7574 0.6238 -0.5269 1.380 -0.805 0.510
H -0.9628 -0.9371 -1.0729 0.346 1.789 0.891
H -0.8406 -1.2804 1.4404 -1.198 -1.358 1.352